[1]
Computed, not measured: a molecular structure, C59H50OP2SSeSiTa at a distorted geometry, with wB97M-V/def2-TZVPD.

Results
molar mass	1157.057	g/mol
ΔE to the lowest compared entry with this formula, charge and spin	205.3	kJ/mol
LUMO energy	-9.13	eV
frontier orbital gap	5.68	eV
E	-6181.477257	hartree
net charge	+3

Geometry as XYZ:
```
116
Properties=species:S:1:pos:R:3:lowdin_charge:R:1
Ta 0.49 -0.30 -0.51 1.051
Se 2.39 -0.66 0.84 0.357
S -1.32 1.33 0.45 0.978
P -1.44 -2.04 0.08 1.058
P 1.36 2.39 -0.30 0.983
Si 5.23 -1.16 0.07 0.763
O -1.32 0.41 -0.77 -0.706
C -1.12 -5.73 1.87 -0.044
C 3.41 2.48 1.62 -0.153
C 3.05 3.12 3.91 -0.041
C -1.31 -3.76 -2.15 -0.104
C 1.70 3.29 3.65 -0.046
C -1.97 2.82 -0.28 -0.303
C 1.27 -1.80 -1.76 -0.215
C 4.57 3.87 -2.42 -0.043
C 0.99 5.12 -0.55 -0.029
C -1.45 -4.74 0.96 -0.083
C 2.30 -6.63 -1.95 -0.038
C 2.03 -4.29 -1.48 -0.263
C -4.04 -2.55 0.59 -0.045
C 2.06 2.68 1.36 -0.406
C -6.58 0.40 3.23 -0.077
C -3.07 5.24 -1.12 -0.111
C 3.46 2.22 -3.77 -0.057
C -3.36 6.66 -1.44 -0.074
C -3.16 -2.28 -3.61 -0.044
C -1.67 -4.15 -3.42 -0.041
C 1.64 -2.97 -1.77 -0.127
C -0.95 -3.45 1.12 -0.342
C 3.91 2.72 2.89 -0.050
C -4.41 1.85 2.96 0.026
C -3.21 1.93 2.25 -0.062
C -1.70 5.10 -0.85 -0.071
C 0.24 -4.18 3.09 -0.062
C 2.70 2.65 -1.53 -0.360
C 2.64 -5.81 0.29 -0.050
C 0.34 6.34 -0.77 0.031
C -2.01 7.40 -1.27 -0.076
C -2.80 -1.87 -2.34 -0.086
C -3.32 2.93 -0.58 -0.028
C -2.75 0.90 1.44 -0.315
C -2.58 -3.41 -4.16 -0.036
C -0.29 -5.45 2.94 -0.047
C 0.34 3.91 -0.45 -0.276
C -4.71 -0.32 1.97 -0.066
C 4.44 3.20 -3.63 -0.039
C 2.01 -5.35 -2.39 -0.007
C 3.72 3.59 -1.37 -0.109
C -3.87 4.12 -1.05 0.032
C -6.89 -0.99 2.62 -0.076
C -1.02 6.33 -0.96 -0.119
C -3.08 -1.55 0.72 -0.259
C -1.08 3.89 -0.52 -0.157
C -0.09 -3.18 2.19 -0.127
C -3.44 -0.33 1.36 -0.129
C 2.59 1.96 -2.73 -0.115
C 2.37 -4.53 -0.13 -0.032
C -5.33 -2.45 1.11 0.031
C 6.09 0.52 0.25 -0.161
C -1.88 -2.61 -1.59 -0.371
C 2.60 -6.86 -0.61 -0.028
C -5.66 -1.35 1.86 -0.121
C 5.51 -2.46 1.41 -0.176
C 1.20 3.07 2.38 -0.088
C -5.20 0.74 2.76 -0.116
C 4.68 -1.54 -1.69 -0.178
H 7.14 0.44 -0.02 0.057
H -1.24 -5.05 -3.84 0.117
H -0.60 -4.33 -1.58 0.088
H -1.73 7.94 -2.18 0.136
H 5.35 4.61 -2.29 0.122
H 3.38 1.68 -4.70 0.118
H 3.86 4.10 -0.43 0.106
H -2.85 -3.72 -5.16 0.121
H -2.04 8.13 -0.46 0.139
H -3.88 -1.71 -4.17 0.118
H 1.78 -5.17 -3.43 0.126
H -2.11 -4.98 0.13 0.104
H 0.15 3.22 2.18 0.092
H 5.21 -3.45 1.08 0.033
H -4.92 4.17 -1.31 0.132
H -3.78 -3.44 0.04 0.109
H 2.82 -7.87 -0.27 0.121
H 2.27 -7.45 -2.64 0.121
H -3.25 -0.98 -1.91 0.106
H -4.13 7.06 -0.77 0.137
H 1.04 3.59 4.45 0.117
H -1.53 -6.72 1.74 0.120
H 3.95 -2.35 -1.70 -0.003
H 6.56 -2.51 1.70 0.052
H 2.89 -5.99 1.33 0.116
H 4.93 -2.21 2.30 0.037
H 5.65 1.27 -0.41 0.025
H 0.32 -2.18 2.33 0.051
H 5.52 -1.84 -2.31 0.055
H -7.76 -0.95 1.97 0.137
H 0.92 7.25 -0.80 0.131
H 4.06 2.12 0.84 0.055
H -7.09 -1.74 3.39 0.138
H 3.44 3.32 4.89 0.120
H 2.38 -3.69 0.56 0.082
H 4.96 2.60 3.09 0.113
H -6.04 -3.25 0.92 0.132
H 6.05 0.88 1.28 0.034
H -3.96 2.08 -0.44 0.129
H -7.30 1.16 2.93 0.136
H 1.82 1.20 -2.86 0.079
H -4.71 2.67 3.59 0.132
H 2.07 5.14 -0.47 0.098
H -3.74 6.76 -2.45 0.140
H -2.63 2.84 2.31 0.122
H 5.09 3.44 -4.45 0.121
H -0.07 -6.22 3.65 0.119
H 4.20 -0.68 -2.16 0.029
H 0.90 -3.95 3.91 0.115
H -6.61 0.37 4.33 0.138
```

---

[2]
Computed, not measured: a molecular structure, C53H48BIrN8O7PS4 at a distorted geometry, with wB97M-V/def2-TZVPD.

Results
molar mass	1271.287	g/mol
ΔE to the lowest compared entry with this formula, charge and spin	607.3	kJ/mol
LUMO energy (alpha / beta)	-2.32 / -2.12	eV
frontier orbital gap (alpha / beta)	5.28 / 5.38	eV
E	-5076.471897	hartree
net charge	0
2S+1	2

Geometry as XYZ:
```
123
Properties=species:S:1:pos:R:3:mulliken_spin:R:1
Ir 0.05 -0.33 0.42 0.524
S 2.58 -1.67 1.30 0.224
S 1.56 2.17 1.45 -0.005
S -2.92 -2.19 2.37 0.013
S 0.36 -1.94 -1.45 -0.060
P 1.47 1.23 -1.44 0.031
O -4.29 -1.78 2.51 0.012
O 0.39 -2.68 2.37 0.000
O 1.75 2.60 2.80 0.000
O 2.43 1.07 1.04 -0.008
O -0.64 1.50 3.73 -0.007
O 0.19 1.97 0.94 0.082
O -2.16 -2.20 3.58 -0.002
N -1.20 -4.13 -1.21 -0.004
N -2.14 -1.36 1.18 0.044
N 3.27 -3.37 -0.68 0.018
N 0.71 -1.65 4.41 -0.001
N 0.11 -0.39 2.63 0.170
N 4.70 -1.73 -0.39 0.005
N -2.00 0.01 -0.59 -0.051
N 0.88 -4.54 -0.66 -0.010
C -2.66 -1.19 7.98 0.000
C 2.83 0.59 -2.50 -0.026
C -1.11 -5.47 -0.97 -0.007
C 2.33 2.39 6.63 -0.001
C 5.37 -0.62 0.27 0.005
C 4.79 -0.27 -4.31 -0.004
C 1.50 0.43 5.52 -0.004
C -0.55 2.90 -2.18 -0.009
C 2.20 2.90 -1.00 -0.022
C -2.82 -0.58 0.31 0.046
C -2.05 -4.81 2.23 -0.001
C 2.68 4.63 0.64 0.000
C -0.16 0.40 3.71 0.025
C 2.70 3.73 -2.00 -0.001
C -0.49 2.47 -4.91 0.001
C -2.52 0.74 -1.58 0.019
C -3.86 0.97 -1.73 -0.006
C 0.03 -3.57 -1.01 0.015
C -2.02 0.00 5.98 0.001
C -1.42 3.59 -3.01 0.001
C 0.32 -0.37 4.99 0.003
C 4.12 1.12 -2.47 -0.003
C 3.53 -2.26 0.03 -0.029
C -2.26 -6.16 1.98 0.000
C 3.63 1.95 6.45 0.002
C -0.75 -0.57 6.05 0.003
C 3.23 4.97 -1.67 0.000
C -1.40 3.37 -4.38 -0.002
C 3.54 -0.86 -4.31 0.006
C 2.56 -0.44 -3.42 -0.017
C -4.13 -4.30 1.13 -0.003
C -1.39 -1.73 8.07 0.000
C 0.39 1.78 -4.09 -0.001
C 2.81 -0.01 5.32 0.003
C -0.44 -1.41 7.11 0.001
C 0.36 1.99 -2.71 -0.013
C 4.28 -3.51 -1.60 0.008
C 3.21 5.42 -0.36 0.000
C -4.72 0.41 -0.78 0.002
C 3.87 0.75 5.79 -0.001
C -2.97 -0.32 6.95 0.000
C 0.18 -5.71 -0.62 -0.002
C 1.27 1.63 6.17 0.002
C 5.08 0.71 -3.38 0.001
C -4.22 -0.38 0.22 -0.003
C 0.37 -1.68 3.08 0.003
C -3.00 -3.89 1.82 0.002
C -3.62 -8.06 1.02 0.000
C 2.20 3.37 0.31 0.013
C 5.17 -2.50 -1.42 0.015
C -3.39 -6.59 1.30 0.000
C -2.37 -3.43 -1.69 -0.003
C -4.32 -5.65 0.86 0.001
B 2.37 -4.54 -0.17 0.000
H 2.14 3.33 7.13 0.000
H 5.91 -0.99 1.14 -0.001
H -1.81 1.14 -2.30 -0.003
H 3.30 -1.65 -5.01 0.000
H 2.86 -5.56 -0.58 0.000
H -2.40 -3.46 -2.78 0.001
H 6.10 -2.28 -1.93 0.001
H -1.13 -2.40 8.88 0.000
H -4.87 -3.56 0.84 0.000
H 4.30 -4.33 -2.29 0.001
H -2.12 4.30 -2.58 0.000
H -3.42 -1.45 8.71 0.000
H -5.20 -5.98 0.33 0.000
H 0.25 1.98 6.30 0.000
H 1.10 1.09 -4.52 -0.001
H 0.55 -2.49 4.95 -0.001
H 4.46 2.55 6.81 0.000
H -3.26 -3.90 -1.29 0.000
H -0.45 2.31 -5.98 0.000
H -0.58 3.05 -1.11 0.004
H 2.64 4.95 1.67 0.000
H 4.63 0.10 0.61 0.002
H 4.37 1.87 -1.74 0.000
H 4.89 0.41 5.65 0.000
H -1.54 -6.88 2.33 0.000
H 5.53 -0.56 -5.04 0.000
H 6.06 1.18 -3.36 0.000
H 6.07 -0.16 -0.42 0.001
H 0.66 -6.64 -0.36 0.000
H -4.23 1.57 -2.55 0.000
H 2.35 -4.47 1.02 0.002
H -2.08 3.90 -5.03 0.000
H -2.27 0.67 5.17 0.001
H 1.59 -0.89 -3.44 0.002
H 3.61 6.40 -0.12 0.000
H -5.79 0.58 -0.84 0.000
H -2.33 -2.39 -1.37 0.000
H -4.86 -0.83 0.95 0.000
H 2.70 3.40 -3.03 0.000
H -1.94 -6.13 -1.08 0.000
H -3.60 -8.25 -0.05 0.000
H 0.56 -1.83 7.19 0.000
H -2.86 -8.67 1.50 0.000
H 3.64 5.59 -2.46 0.000
H -4.60 -8.37 1.39 0.000
H 2.99 -0.93 4.79 -0.002
H -1.17 -4.46 2.75 0.000
H -3.96 0.12 6.88 0.000
```

---

[3]
Computed, not measured: 3 unconnected molecules or ions with the total composition C4H16NO2 at a distorted geometry, with wB97M-V/def2-TZVPD.

Results
molar mass	110.177	g/mol
ΔE to the lowest compared entry with this formula, charge and spin	41.6	kJ/mol
LUMO energy (alpha / beta)	0.51 / 0.23	eV
frontier orbital gap (alpha / beta)	3.30 / 11.89	eV
E	-367.095452	hartree
net charge	0
2S+1	2

Geometry as XYZ:
```
23
Properties=species:S:1:pos:R:3:mulliken_spin:R:1
O 0.47 2.66 0.71 0.155
O 2.96 -0.62 0.85 0.606
N 0.48 0.17 -0.20 -0.263
C -1.59 0.25 -2.11 0.486
C -1.79 -0.73 -0.96 -0.037
C -0.51 -0.96 -0.08 1.158
C -0.81 -1.23 1.40 0.283
H 3.88 -0.40 0.99 -0.159
H -1.28 1.22 -1.70 -0.008
H 0.05 1.11 -0.02 0.087
H 0.82 2.42 1.58 -0.049
H -2.24 -1.69 -1.26 -0.157
H -2.53 0.42 -2.62 -0.042
H 0.98 0.08 -1.15 -0.257
H -0.93 -2.29 1.63 0.046
H -0.71 0.02 -2.72 -0.175
H -2.47 -0.27 -0.25 -0.050
H 1.33 -0.10 0.33 0.128
H -1.80 -0.77 1.55 0.019
H -0.31 3.21 0.95 -0.030
H 0.01 -0.91 2.03 -0.248
H 0.10 -1.82 -0.44 -0.383
H 2.95 -1.58 0.64 -0.111
```

---

[4]
Computed, not measured: C4H6N2OS in the gas phase at a distorted geometry, with wB97M-V/def2-TZVPD.

Results
molar mass	130.172	g/mol
ΔE to the lowest compared entry with this formula, charge and spin	538.8	kJ/mol
LUMO energy (alpha / beta)	-0.81 / -0.09	eV
frontier orbital gap (alpha / beta)	7.04 / 7.84	eV
E	-738.799448	hartree
net charge	0

Geometry as XYZ:
```
14
Properties=species:S:1:pos:R:3:nbo_charge:R:1
S 0.24 0.51 -2.37 0.693
O -0.05 -1.98 -0.04 -0.497
N -0.04 -1.14 -2.25 -0.781
N 0.53 1.10 -0.86 -0.661
C -0.76 -1.51 -1.13 0.319
C 0.02 -0.75 0.73 0.016
C 0.32 1.48 1.47 -0.640
C 0.36 0.55 0.31 0.114
H -0.72 1.53 1.76 0.219
H -0.56 -0.84 1.70 0.194
H 0.75 2.49 1.38 0.240
H 0.75 1.14 2.42 0.220
H -1.72 -1.02 -0.98 0.175
H 0.87 -1.55 -2.16 0.388
```

---

[5]
Computed, not measured: a molecular structure, C34H54MnN3O2P2 at a distorted geometry, with wB97M-V/def2-TZVPD.

Results
molar mass	653.711	g/mol
ΔE to the lowest compared entry with this formula, charge and spin	0.0	kJ/mol
LUMO energy (alpha / beta)	-2.14 / -3.38	eV
frontier orbital gap (alpha / beta)	7.03 / 7.14	eV
E	-3476.163997	hartree
net charge	+1
2S+1	6

Geometry as XYZ:
```
96
Properties=species:S:1:pos:R:3:mulliken_spin:R:1
Mn -0.12 0.28 -0.39 4.362
P -2.45 0.38 -0.04 0.116
P 2.19 -0.67 -0.81 0.044
O 0.10 -1.55 1.77 0.003
O 0.59 1.70 2.07 0.181
N -0.67 -1.32 -1.55 -0.037
N 0.34 1.42 -1.78 -0.002
N 0.87 -2.32 3.76 -0.001
C -2.98 2.94 -1.05 0.009
C -0.11 -3.41 3.78 0.002
C 1.67 -3.40 -0.43 0.027
C 0.85 2.82 -4.28 0.020
C 1.81 -2.17 4.86 -0.001
C 3.25 1.92 -0.53 0.032
C 0.22 -1.63 -2.54 -0.011
C 3.67 0.54 -1.06 0.059
C 4.89 0.08 -0.26 0.005
C 0.98 1.43 -4.16 -0.006
C -2.20 -2.95 -2.40 0.007
C 1.47 -0.85 -2.51 0.016
C -4.79 1.25 -1.46 0.003
C -2.68 -0.48 2.62 0.008
C 3.82 -2.84 -1.61 0.001
C 0.29 1.13 1.09 -0.100
C -0.07 -2.61 -3.49 -0.004
C -4.82 0.20 1.56 -0.001
C 4.07 0.69 -2.54 0.000
C 3.53 -2.45 0.91 0.011
C 0.88 -1.46 2.74 0.006
C 0.87 0.92 -2.81 -0.005
C 1.26 1.22 -6.55 -0.009
C -2.68 1.14 -2.75 0.011
C -3.28 1.47 -1.37 0.023
C 1.16 0.62 -5.30 0.019
C 0.97 3.41 -5.54 -0.007
C -1.89 -1.90 -1.54 0.051
C 2.85 -2.42 -0.48 0.062
C -1.28 -3.30 -3.40 0.012
C -3.32 0.52 1.64 0.031
C -3.10 1.94 2.20 0.012
C 1.18 2.61 -6.67 0.020
C -2.90 -1.34 -0.56 0.010
H -3.68 2.70 1.67 0.000
H -0.03 -4.02 2.87 0.000
H 4.60 -2.19 0.86 0.001
H 0.66 3.40 -3.38 -0.003
H 3.03 -1.77 1.61 -0.004
H 1.20 -0.47 -5.19 0.002
H 4.83 -3.04 -1.20 0.000
H 4.68 0.00 0.81 0.000
H -3.17 -0.37 3.60 0.000
H 3.48 -3.78 -2.06 0.000
H 2.19 -1.07 -3.30 0.001
H 2.84 -2.26 4.50 0.000
H 0.12 -4.03 4.65 0.000
H 1.63 -0.65 2.84 -0.008
H -1.51 -4.09 -4.11 0.000
H -5.16 1.82 -2.33 -0.001
H -2.62 0.06 -2.94 -0.001
H 1.41 0.60 -7.43 0.000
H -3.49 3.28 -0.13 0.000
H 1.69 -1.18 5.33 0.000
H -5.33 1.62 -0.59 0.000
H 4.38 -0.26 -3.00 0.000
H 3.27 1.13 -3.14 0.001
H -1.68 1.57 -2.86 0.013
H -1.61 -0.29 2.75 0.006
H -5.06 0.19 -1.63 0.001
H -5.18 -0.03 2.58 0.000
H 0.67 -2.82 -4.26 0.001
H 0.91 -3.07 0.29 0.008
H 3.93 -2.11 -2.42 0.000
H -3.16 -3.43 -2.29 0.000
H -1.13 -3.02 3.85 0.000
H 3.47 -3.46 1.32 0.001
H -3.32 1.59 -3.53 0.000
H -5.42 1.06 1.21 0.001
H -1.90 3.13 -0.95 -0.004
H -2.92 -1.98 0.34 0.002
H 5.68 0.84 -0.38 0.000
H -2.81 -1.52 2.30 0.001
H -2.04 2.22 2.20 -0.004
H 1.20 -3.54 -1.41 -0.001
H -3.91 -1.38 -0.98 0.003
H 5.30 -0.87 -0.63 0.000
H 1.61 -2.95 5.60 0.000
H 0.90 4.50 -5.62 0.000
H 4.93 1.37 -2.58 -0.001
H 2.41 2.35 -1.10 0.009
H -5.04 -0.67 0.94 -0.001
H 1.27 3.08 -7.65 0.001
H -3.45 1.95 3.25 0.000
H 2.96 1.87 0.53 -0.004
H 2.04 -4.38 -0.10 0.001
H 4.11 2.60 -0.62 0.001
H -3.36 3.56 -1.88 0.000
```